{"formula": "CH4N2OS", "method": "the ωB97M-V functional and the def2-TZVPD basis", "charge": 0, "de_lowest_ev": 5.890, "homo_energy_ev": [-7.86, -7.86], "homo_lumo_gap_ev": [6.04, 6.04], "symbols": ["C", "N", "N", "O", "S", "H", "H", "H", "H"], "positions_angstrom": [[1.25999, 1.43259, 0.71496], [0.27045, 1.77431, -0.01894], [-0.94108, -1.96007, -0.59875], [-0.93153, -1.24260, 0.51011], [-1.14397, 1.16078, -0.43137], [1.22253, 0.44389, 1.30337], [2.10768, 2.05476, 0.80040], [-1.73273, -1.60962, -1.10058], [-0.11135, -2.05403, -1.17921]], "forces_ev_per_angstrom": [[-2.202, -1.998, 0.133], [0.929, 0.015, 0.363], [-0.902, 0.188, 0.569], [0.622, 1.644, -0.962], [0.820, -1.634, 1.306], [0.043, 1.372, -0.875], [0.784, 0.721, -0.008], [-0.427, -0.737, -0.968], [0.333, 0.429, 0.443]], "lowdin_charge": [-0.12, -0.57, -0.10, -0.26, 0.76, 0.10, 0.04, 0.06, 0.09]}